1.
Entry from the OMol25 dataset: a molecular structure, C29H40CoN4OP2S (ωB97M-V/def2-TZVPD).

CARTESIAN COORDINATES (ANGSTROEM)
1 Co -0.443 0.428 1.013
2 C -4.759 -1.742 0.563
3 P -3.455 -0.714 -0.112
4 C -2.451 -1.765 -1.183
5 N -3.311 -2.635 -1.729
6 C -2.819 -3.445 -2.741
7 C -3.658 -4.383 -3.342
8 C -3.188 -5.186 -4.369
9 C -1.873 -5.061 -4.810
10 C -1.025 -4.137 -4.222
11 C -1.479 -3.324 -3.181
12 N -0.617 -2.415 -2.594
13 C -1.112 -1.661 -1.603
14 P 0.161 -0.540 -0.984
15 C 0.519 0.558 -2.393
16 C 1.737 -1.524 -0.758
17 C 1.379 -2.745 0.095
18 C 2.374 -1.952 -2.082
19 C 2.741 -0.645 0.001
20 C -4.251 0.608 -1.128
21 C -4.984 1.583 -0.199
22 C -3.151 1.347 -1.897
23 C -5.240 -0.043 -2.104
24 H -5.278 -2.237 -0.249
25 H -5.432 -1.115 1.150
26 H -4.303 -2.488 1.210
27 H -4.680 -4.469 -2.989
28 H -3.849 -5.912 -4.828
29 H -1.509 -5.686 -5.617
30 H 0.004 -4.032 -4.552
31 H 0.553 -0.067 -3.283
32 H 1.478 1.060 -2.253
33 H -0.260 1.311 -2.502
34 H 0.762 -3.447 -0.469
35 H 0.831 -2.470 1.004
36 H 2.296 -3.256 0.401
37 H 1.651 -2.422 -2.743
38 H 3.167 -2.674 -1.858
39 H 2.837 -1.104 -2.596
40 H 2.362 -0.340 0.977
41 H 3.009 0.255 -0.563
42 H 3.659 -1.217 0.167
43 H -4.300 2.103 0.473
44 H -5.745 1.082 0.405
45 H -5.493 2.332 -0.813
46 H -2.345 1.672 -1.232
47 H -3.577 2.242 -2.358
48 H -2.726 0.720 -2.685
49 H -6.142 -0.377 -1.590
50 H -4.809 -0.892 -2.632
51 H -5.536 0.708 -2.841
52 C 4.959 3.640 2.635
53 N 3.579 3.467 2.171
54 N 2.794 2.425 2.603
55 C 1.730 2.315 1.770
56 O 0.797 1.466 2.014
57 C 1.880 3.284 0.765
58 C 3.046 3.962 1.044
59 C 3.729 5.046 0.285
60 C 2.926 1.874 3.922
61 C 2.873 0.501 4.093
62 C 2.974 -0.023 5.375
63 C 3.143 0.820 6.467
64 C 3.199 2.194 6.279
65 C 3.080 2.728 5.005
66 H 5.224 2.813 3.282
67 H 5.066 4.567 3.191
68 H 5.633 3.646 1.784
69 H 1.188 3.469 -0.042
70 H 3.049 5.459 -0.456
71 H 4.607 4.658 -0.239
72 H 4.059 5.849 0.945
73 H 2.761 -0.153 3.239
74 H 2.933 -1.096 5.515
75 H 3.230 0.405 7.463
76 H 3.324 2.858 7.126
77 H 3.090 3.802 4.858
78 S -2.596 0.134 1.532

Calculated values
total charge: +1
HOMO energy (spin up / spin down): -7.51 / -10.04 eV
energy relative to the best compared isomer or geometry (same formula, charge and spin): 67.7 kJ/mol
spin multiplicity: 5



2.
Entry from the OMol25 dataset: a molecular structure, C13H22F3I2N3O3 in a non-equilibrium geometry (ωB97M-V/def2-TZVPD).

CARTESIAN COORDINATES (ANGSTROEM)
1 C -1.592 -1.053 2.786
2 C -2.356 -0.056 1.801
3 I -4.160 -0.746 0.866
4 C -1.796 1.208 1.563
5 I -2.796 2.581 0.199
6 N -0.531 1.515 2.212
7 C -0.433 2.896 2.754
8 C 1.061 3.003 3.368
9 C 1.691 1.524 3.489
10 N 1.867 0.881 2.129
11 C 0.614 1.171 1.400
12 N 0.659 1.137 0.087
13 C 1.871 0.784 -0.737
14 C 2.298 -0.765 -0.576
15 O 3.604 -0.833 0.084
16 H -1.819 -0.712 3.843
17 H -1.931 -2.123 2.665
18 H -0.469 -1.040 2.647
19 H -0.562 3.663 1.925
20 H -1.187 3.002 3.589
21 H 1.055 3.526 4.381
22 H 1.698 3.583 2.635
23 H 2.703 1.598 4.015
24 H 1.061 0.845 4.152
25 H 1.849 -0.144 2.270
26 H -0.184 1.365 -0.454
27 H 2.745 1.472 -0.547
28 H 1.600 0.902 -1.842
29 H 2.372 -1.286 -1.575
30 H 1.565 -1.249 0.144
31 H 3.488 -1.183 0.985
32 C -2.658 -1.423 -3.154
33 C -1.536 -0.628 -2.503
34 O -0.378 -1.395 -2.219
35 C 0.558 -1.700 -3.296
36 O 0.915 -0.611 -3.939
37 C 0.064 -2.851 -4.243
38 F -0.609 -3.807 -3.545
39 F 1.108 -3.494 -4.816
40 F -0.748 -2.468 -5.245
41 H -2.754 -2.413 -2.703
42 H -3.609 -0.891 -3.052
43 H -2.483 -1.553 -4.220
44 H -1.900 -0.294 -1.529
45 H -1.308 0.283 -3.066
46 H 1.353 -2.219 -2.726

Calculated values
total charge: 0
HOMO energy: -6.56 eV



3.
Entry from the OMol25 dataset: a single C6H14O molecule (ωB97M-V/def2-TZVPD).

CARTESIAN COORDINATES (ANGSTROEM)
1 C -1.532 -0.683 -1.066
2 C -1.103 -0.276 0.345
3 C -2.221 0.491 1.049
4 C 0.191 0.547 0.351
5 C 1.376 -0.135 -0.330
6 C 2.691 0.590 -0.066
7 O 1.444 -1.478 0.145
8 H -2.485 -1.222 -1.040
9 H -0.795 -1.343 -1.535
10 H -1.665 0.197 -1.710
11 H -0.900 -1.194 0.909
12 H -3.141 -0.103 1.092
13 H -2.452 1.424 0.519
14 H -1.941 0.751 2.077
15 H 0.459 0.778 1.392
16 H 0.021 1.513 -0.149
17 H 1.191 -0.145 -1.416
18 H 2.891 0.638 1.010
19 H 2.665 1.613 -0.461
20 H 3.526 0.062 -0.540
21 H 1.778 -2.026 -0.574

Calculated values
total charge: 0
HOMO energy: -10.24 eV
energy relative to the best compared isomer or geometry (same formula, charge and spin): 16.1 kJ/mol



4.
Entry from the OMol25 dataset: a single C2H3NO2S molecule in a non-equilibrium geometry (ωB97M-V/def2-TZVPD).

CARTESIAN COORDINATES (ANGSTROEM)
1 O -0.277 1.823 0.146
2 C -0.980 0.957 -0.301
3 C -0.674 -0.492 -0.069
4 O -1.588 -1.295 -0.047
5 N 0.652 -0.896 0.058
6 S 2.062 -0.090 -0.218
7 H -1.970 1.115 -0.791
8 H 0.661 -1.841 0.384
9 H 2.114 0.720 0.838

Calculated values
total charge: 0
HOMO energy: -9.57 eV
energy relative to the best compared isomer or geometry (same formula, charge and spin): 148.0 kJ/mol



5.
Entry from the OMol25 dataset: a gas-phase ion, C5H14ClN2Si (charge +1) in a non-equilibrium geometry (ωB97M-V/def2-TZVPD).

CARTESIAN COORDINATES (ANGSTROEM)
1 C 2.731 -1.086 0.118
2 N 2.000 -0.123 -0.853
3 C 1.974 1.269 -0.377
4 C 0.721 1.550 0.564
5 N -0.286 0.694 0.069
6 C -1.527 0.777 0.414
7 C -2.616 -0.192 -0.270
8 Si -2.970 -1.985 0.334
9 Cl -4.243 0.692 -0.189
10 H 3.796 -0.694 0.227
11 H 2.193 -1.183 1.028
12 H 2.714 -2.030 -0.371
13 H 2.615 -0.097 -1.685
14 H 1.628 1.937 -1.209
15 H 2.816 1.783 0.112
16 H 0.557 2.565 0.486
17 H 1.142 1.358 1.550
18 H 0.063 -0.026 -0.499
19 H -1.944 1.465 1.050
20 H -2.362 -0.266 -1.304
21 H -3.857 -2.068 -0.867
22 H -1.603 -2.612 0.055
23 H -3.542 -1.727 1.615

Calculated values
total charge: +1
HOMO energy: -13.76 eV
energy relative to the best compared isomer or geometry (same formula, charge and spin): 266.4 kJ/mol



6.
Entry from the OMol25 dataset: a single C4H7NO molecule in a non-equilibrium geometry (ωB97M-V/def2-TZVPD).

CARTESIAN COORDINATES (ANGSTROEM)
1 C 0.878 1.450 0.003
2 C 0.495 0.022 -0.089
3 C 1.498 -0.980 -0.224
4 C -0.851 -0.281 0.220
5 N -1.818 0.345 -0.367
6 O -3.006 -0.262 0.021
7 H 1.832 2.027 -0.032
8 H 0.124 2.072 0.268
9 H 1.511 -1.764 -0.865
10 H 2.372 -0.638 -0.354
11 H 1.635 -1.507 0.922
12 H -1.009 -0.736 1.088
13 H -3.661 0.254 -0.590

Calculated values
total charge: 0
HOMO energy: -8.64 eV
energy relative to the best compared isomer or geometry (same formula, charge and spin): 542.4 kJ/mol



7.
Entry from the OMol25 dataset: 3 unconnected molecules or ions with the total composition C21H36F8N5O7S in a non-equilibrium geometry (ωB97M-V/def2-TZVPD).

CARTESIAN COORDINATES (ANGSTROEM)
1 C 4.264 -2.681 -0.499
2 C 3.951 -1.866 0.511
3 C 2.530 -1.623 0.921
4 C 2.092 -0.154 0.651
5 C 3.118 0.776 1.362
6 N 3.399 0.333 2.711
7 N 2.173 -0.088 -0.907
8 S 3.262 1.089 -1.679
9 O 2.938 2.389 -1.214
10 O 4.578 0.583 -1.561
11 C 2.809 0.954 -3.503
12 F 3.884 1.387 -4.132
13 F 1.767 1.707 -3.788
14 F 2.581 -0.322 -3.808
15 C 0.747 0.071 -1.440
16 C -0.069 -0.567 -0.331
17 C -1.568 -0.470 -0.609
18 C -1.978 -1.075 -1.954
19 C -1.503 -2.514 -2.230
20 C -1.678 -3.495 -1.065
21 C -3.083 -3.487 -0.458
22 N -3.185 -4.329 0.751
23 C 0.549 0.079 0.955
24 C 0.312 1.608 0.843
25 C 0.394 2.364 2.188
26 C 0.343 3.935 2.081
27 O -0.776 2.909 2.555
28 C -0.003 -0.661 2.197
29 F 0.868 -0.646 3.216
30 F -0.166 -1.967 1.871
31 C -1.386 -0.183 2.807
32 F -2.120 -1.246 3.108
33 F -2.078 0.582 1.977
34 F -1.165 0.493 3.919
35 H 3.623 -3.530 -0.721
36 H 5.146 -2.522 -1.105
37 H 4.750 -1.398 1.076
38 H 1.914 -2.303 0.325
39 H 2.350 -1.869 1.963
40 H 2.780 1.812 1.365
41 H 4.052 0.793 0.804
42 H 2.984 0.917 3.419
43 H 4.387 0.230 2.883
44 H 2.473 -0.994 -1.296
45 H 0.648 -0.532 -2.341
46 H 0.492 1.086 -1.733
47 H 0.168 -1.626 -0.424
48 H -1.903 0.568 -0.569
49 H -2.108 -0.967 0.194
50 H -1.677 -0.403 -2.764
51 H -3.070 -1.073 -1.972
52 H -2.097 -2.890 -3.066
53 H -0.462 -2.502 -2.576
54 H -0.951 -3.365 -0.257
55 H -1.503 -4.502 -1.461
56 H -3.807 -3.876 -1.175
57 H -3.347 -2.488 -0.126
58 H -2.634 -3.890 1.485
59 H -2.698 -5.206 0.585
60 H -0.686 1.867 0.501
61 H 1.101 2.054 0.244
62 H 1.083 1.970 2.936
63 H -0.332 4.786 1.984
64 H 0.447 3.859 0.973
65 C -6.175 -1.755 1.657
66 N -6.023 -0.808 0.515
67 O -4.939 -0.759 -0.044
68 O -6.988 -0.150 0.210
69 H -5.235 -2.275 1.801
70 H -6.450 -1.166 2.526
71 H -6.971 -2.444 1.396
72 C 1.371 5.827 -2.180
73 N 0.160 6.037 -1.339
74 O -0.353 5.061 -0.813
75 O -0.237 7.170 -1.229
76 H 1.608 4.769 -2.181
77 H 1.137 6.188 -3.177
78 H 2.172 6.414 -1.742

Calculated values
total charge: +1
HOMO energy: -11.67 eV
energy relative to the best compared isomer or geometry (same formula, charge and spin): 0.0 kJ/mol



8.
Entry from the OMol25 dataset: 4 unconnected molecules or ions with the total composition C19H16BClF24NO4PS in a non-equilibrium geometry (ωB97M-V/def2-TZVPD).

CARTESIAN COORDINATES (ANGSTROEM)
1 F -4.240 0.778 5.310
2 C -4.625 1.747 6.163
3 F -5.925 1.498 6.463
4 C -4.480 3.147 5.566
5 F -5.307 3.315 4.507
6 F -4.900 4.039 6.512
7 C -3.053 3.568 5.160
8 O -2.697 3.421 3.783
9 C -2.257 2.156 3.357
10 F -2.016 1.378 4.431
11 F -1.058 2.357 2.767
12 C -3.212 1.508 2.351
13 F -4.460 1.380 2.853
14 F -2.796 0.261 2.022
15 H -4.045 1.649 7.085
16 H -2.999 4.645 5.333
17 H -2.294 3.144 5.821
18 H -3.276 2.102 1.438
19 F 0.958 -2.582 -4.795
20 C 0.731 -1.259 -4.674
21 F -0.606 -1.114 -4.499
22 C 1.189 -0.469 -5.900
23 F 0.474 -0.811 -6.997
24 F 0.905 0.850 -5.665
25 C 2.691 -0.549 -6.237
26 O 3.086 -1.489 -7.240
27 C 3.283 -2.821 -6.841
28 F 3.302 -2.891 -5.495
29 F 4.529 -3.153 -7.247
30 C 2.273 -3.783 -7.474
31 F 1.002 -3.434 -7.186
32 F 2.452 -5.041 -7.003
33 H 1.226 -0.904 -3.767
34 H 2.953 0.421 -6.666
35 H 3.311 -0.630 -5.341
36 H 2.382 -3.799 -8.560
37 F 3.130 -1.847 4.817
38 C 3.278 -3.145 4.493
39 F 4.570 -3.463 4.762
40 C 2.961 -3.425 3.023
41 F 3.838 -2.796 2.206
42 F 3.147 -4.762 2.812
43 C 1.526 -3.097 2.563
44 O 1.319 -1.840 1.915
45 C 1.128 -0.710 2.731
46 F 0.923 -1.103 4.005
47 F -0.030 -0.150 2.325
48 C 2.259 0.313 2.597
49 F 3.461 -0.228 2.890
50 F 2.077 1.347 3.454
51 H 2.643 -3.743 5.153
52 H 1.283 -3.835 1.794
53 H 0.790 -3.270 3.353
54 H 2.305 0.708 1.580
55 C 0.003 -0.811 -1.324
56 C -0.794 -0.014 -1.812
57 C -1.678 1.183 -2.344
58 B -1.272 2.507 -1.485
59 N -2.214 3.083 -0.479
60 C -3.257 3.505 -1.026
61 S -4.428 4.482 -1.611
62 P 0.450 3.368 -1.709
63 O 1.122 3.020 -3.230
64 Cl 1.788 2.458 -0.334
65 H 0.971 -1.239 -0.939
66 H -2.761 0.874 -2.201
67 H -1.508 1.347 -3.455
68 H 0.470 2.649 -3.858

Calculated values
total charge: 0
HOMO energy: -9.05 eV



9.
Entry from the OMol25 dataset: 2 unconnected molecules or ions with the total composition C5H8N in a non-equilibrium geometry (ωB97M-V/def2-TZVPD).

CARTESIAN COORDINATES (ANGSTROEM)
1 C 1.268 -0.412 0.316
2 C 0.262 -1.456 -0.026
3 C 2.238 0.635 -0.111
4 C -0.261 -0.025 -0.444
5 C -2.263 0.601 0.381
6 N 0.611 0.796 0.321
7 H 0.681 -2.233 -0.741
8 H -0.164 -1.936 0.903
9 H 2.994 1.012 0.561
10 H 2.461 0.934 -1.085
11 H -0.533 0.223 -1.527
12 H -2.451 -0.258 0.907
13 H -2.747 0.666 -0.543
14 H -2.097 1.453 1.089

Calculated values
total charge: +1
HOMO energy: -13.46 eV
energy relative to the best compared isomer or geometry (same formula, charge and spin): 783.4 kJ/mol



10.
Entry from the OMol25 dataset: a molecular structure, CH2ClNO2S2 in a non-equilibrium geometry (ωB97M-V/def2-TZVPD).

CARTESIAN COORDINATES (ANGSTROEM)
1 C -2.065 0.218 -0.213
2 N -0.885 -0.294 -0.479
3 O 1.965 0.347 -0.664
4 O 0.489 2.320 -0.976
5 S -3.489 -0.392 -0.707
6 S 0.813 1.103 -0.314
7 Cl -1.948 1.605 0.843
8 H -0.813 -1.002 -1.195
9 H 0.824 1.313 1.080

Calculated values
total charge: 0
HOMO energy: -9.09 eV
energy relative to the best compared isomer or geometry (same formula, charge and spin): 196.9 kJ/mol



11.
Entry from the OMol25 dataset: a single C4H7NO molecule in a non-equilibrium geometry (ωB97M-V/def2-TZVPD).

CARTESIAN COORDINATES (ANGSTROEM)
1 C 1.621 0.811 0.575
2 O 0.183 0.834 -0.061
3 C -1.223 0.434 0.129
4 C -1.241 -0.935 -0.592
5 C 0.223 -1.125 -0.643
6 N 1.332 -1.458 -0.597
7 H 1.619 1.793 1.012
8 H 2.391 0.759 -0.232
9 H 1.924 0.027 1.299
10 H -1.853 1.180 -0.397
11 H -1.601 0.372 1.159
12 H -1.698 -1.773 -0.049
13 H -1.678 -0.920 -1.602

Calculated values
total charge: 0
HOMO energy: -9.64 eV
energy relative to the best compared isomer or geometry (same formula, charge and spin): 371.7 kJ/mol



Across the entries above, total energy takes the values -3886.80823, -1793.33525, -312.24891, -681.40295, -1057.76497, -286.42505, -2818.68315, -4710.62953, -249.52676, -1501.01151, -286.49006 hartree, respectively.